The following is a quantum chemistry calculation of a molecular structure, C14H40Ag2F3NO12SV in a non-equilibrium geometry, from OMol25.

## Properties
LUMO energy (alpha / beta) = -0.2711 / -0.2747 Ha
Orbital gap (alpha / beta) = 7.17 / 7.07 eV

```
! RIJCOSX wB97M-V def2-TZVPD def2/J DEFGRID3
* xyz 2 4
V 0.7136 -2.7736 1.2797
N 3.8772 -3.2448 -1.3303
H 3.5199 -2.3312 -1.7689
H 4.7451 -3.1479 -0.7929
H 4.0809 -3.9274 -2.0692
H 3.2027 -3.6446 -0.6647
Ag 3.8484 0.1759 1.1728
Ag -1.4782 -0.3704 -1.8390
C 0.3261 -3.3837 -3.1968
F 0.1593 -4.3103 -4.0997
F 1.6137 -3.3556 -2.7474
F 0.0605 -2.1915 -3.7398
S -0.8371 -3.6966 -1.7461
O 0.0739 -3.5021 -0.5734
O -1.8486 -2.6755 -1.7972
O -1.1862 -5.0603 -1.8446
C 0.7733 -0.4664 -0.0810
O 1.8475 -1.0557 0.4302
O -0.3344 -0.9488 0.3544
O 0.8478 0.4943 -0.9157
C 3.6864 -0.8110 -4.6902
C 2.8326 -0.0548 -3.7181
O 2.9949 -0.6926 -2.4115
H 3.7196 -0.2659 -5.6360
H 3.2602 -1.7704 -4.9830
H 4.6924 -0.8789 -4.2822
H 1.7634 -0.0944 -3.9412
H 3.1188 0.9951 -3.6390
H 2.3450 -0.3459 -1.7720
C -1.0570 -1.5693 5.3637
C 0.1151 -2.0703 4.5208
O -0.0948 -1.6811 3.1167
H -0.9514 -2.0119 6.3540
H -2.0043 -1.8546 4.9112
H -1.0266 -0.4816 5.4255
H 0.1615 -3.1577 4.5318
H 1.0298 -1.6014 4.8900
H -0.4392 -0.7573 3.0445
C 2.5140 4.2449 -0.2226
C 2.7768 3.0184 0.6217
O 3.3065 1.9428 -0.2330
H 3.4490 4.6702 -0.5789
H 1.9263 4.9654 0.3429
H 1.9674 3.9373 -1.1163
H 1.8602 2.6646 1.1138
H 3.4989 3.1850 1.4221
H 2.5182 1.5314 -0.6581
C -2.9985 3.7847 -2.2869
C -1.8139 3.4702 -1.4268
O -1.4538 2.0860 -1.4988
H -3.8947 3.1628 -2.2421
H -2.7439 3.8601 -3.3465
H -3.3828 4.7794 -2.0329
H -1.9511 3.8104 -0.3955
H -0.9903 4.0830 -1.8084
H -0.5184 1.9554 -1.2871
C -5.2197 -1.6259 0.9073
C -3.7528 -1.4039 1.0750
O -3.2835 -0.4263 0.0916
H -5.7637 -0.6986 0.7116
H -5.6845 -2.1290 1.7524
H -5.4599 -2.1998 0.0057
H -3.1270 -2.3030 0.9899
H -3.5294 -0.9764 2.0637
H -2.5384 0.0334 0.4858
C -1.7889 2.5363 3.7997
C -1.5099 2.1693 2.3642
O -1.0059 0.8242 2.3469
H -2.1206 3.5606 3.9603
H -0.9171 2.3603 4.4419
H -2.5439 1.9101 4.2902
H -0.8175 2.9268 1.9818
H -2.4459 2.2148 1.7983
H -0.7132 0.5957 1.4520
*
```